Entry w
The following is a DFT calculation (ωB97M-V/def2-TZVPD) of 3 unconnected molecules or ions with the total composition C4H16N2O2.

HOMO-LUMO gap ... 9.809 eV
HOMO energy ... -8.97 eV
SMILES ... NCCCCN.O.O

Positions of all 24 atoms, in Å:
C  -1.530  -0.649  0.570
C  -0.162  -0.663  -0.131
C  0.073  -1.912  -0.963
N  1.451  -2.033  -1.363
C  -2.100  0.716  0.936
N  -3.542  0.672  1.207
H  -1.426  -1.262  1.477
H  -2.278  -1.252  0.032
H  0.571  -0.482  0.659
H  -0.096  0.217  -0.783
H  -0.667  -1.848  -1.772
H  -0.225  -2.772  -0.383
H  1.662  -2.929  -1.753
H  1.797  -1.282  -1.944
H  -1.590  1.066  1.835
H  -1.907  1.426  0.137
H  -4.082  1.147  0.501
H  -3.882  -0.274  1.281
H  2.389  6.436  -1.197
H  1.765  5.094  -0.755
O  2.238  5.528  -1.470
H  3.470  -2.252  0.925
H  4.261  -1.327  1.900
O  3.809  -1.364  1.054

Entry x
The following is a DFT calculation (ωB97M-V/def2-TZVPD) of 3 unconnected molecules or ions with the total composition C4H16N2O2.

HOMO-LUMO gap ... 9.360 eV
HOMO energy ... -8.52 eV
SMILES ... CNCCCN.O.O

Positions of all 24 atoms, in Å:
C  -0.031  -1.256  1.239
C  -0.938  -0.058  1.530
C  -0.466  1.258  0.884
C  1.991  1.586  1.100
N  0.654  1.904  1.586
N  -0.404  -1.939  -0.001
H  1.012  -0.960  1.194
H  -0.090  -1.920  2.103
H  -1.043  0.063  2.601
H  -1.905  -0.235  1.057
H  -0.160  1.071  -0.147
H  -1.289  1.970  0.928
H  2.143  2.163  0.181
H  2.138  0.566  0.719
H  2.750  1.735  1.843
H  0.576  1.691  2.571
H  0.447  -2.226  -0.465
H  -1.015  -2.726  0.158
H  -2.105  0.506  -2.219
H  -1.702  -0.977  -1.666
O  -1.686  -0.342  -2.391
H  0.397  -0.158  -2.374
H  0.621  -1.288  -3.464
O  1.032  -0.710  -2.827

Energies, relative to the best one, in kcal/mol: entry w 0.0; entry x 2.5.

Entry w
The following is a DFT calculation (ωB97M-V/def2-TZVPD) of a molecular structure, C5H6O4.

HOMO-LUMO gap ... 10.745 eV
HOMO energy ... -10.28 eV

Positions of all 15 atoms, in Å:
C  0.508  1.197  1.094
C  0.390  0.130  0.007
C  1.211  -1.142  0.054
C  -0.764  -0.842  0.286
C  0.271  0.752  -1.383
H  -1.447  1.419  1.239
H  1.409  1.763  0.839
H  0.614  0.755  2.094
H  1.926  -1.166  0.888
H  1.681  -1.388  -0.895
H  -0.223  1.773  -1.323
O  -0.655  1.935  1.095
O  0.044  -1.941  0.267
O  -1.888  -0.772  0.608
O  0.793  0.312  -2.370

Entry x
The following is a DFT calculation (ωB97M-V/def2-TZVPD) of a molecular structure, C5H6O4.

HOMO-LUMO gap ... 9.219 eV
HOMO energy ... -8.59 eV

Positions of all 15 atoms, in Å:
C  -1.552  -1.016  0.038
C  0.902  -1.114  0.606
C  0.136  1.626  -0.377
C  -0.232  -0.293  -0.002
C  0.093  0.560  -1.190
O  2.106  -0.637  0.284
O  0.392  2.923  -0.483
O  0.739  -2.066  1.318
O  -0.192  1.037  0.809
H  2.792  -1.142  0.747
H  0.258  3.336  0.381
H  0.175  0.367  -2.237
H  -1.579  -1.738  -0.785
H  -1.672  -1.546  0.985
H  -2.365  -0.297  -0.095

Energies, relative to the best one, in kcal/mol: entry w 1.2; entry x 0.0.

Entry w
The following is a DFT calculation (ωB97M-V/def2-TZVPD) of 4 unconnected molecules or ions with the total composition C3H15NO3.

HOMO-LUMO gap (alpha / beta) ... 2.885 / 8.845 eV
⟨S²⟩ ... 0.750
Total charge ... -1
Spin multiplicity ... 2
HOMO energy (alpha / beta) ... 0.76 / -5.35 eV

Positions of all 22 atoms, in Å:
C  0.535  1.459  -0.593
N  -0.024  0.787  0.563
C  -1.218  1.448  1.010
C  0.897  0.378  1.615
H  -0.101  1.342  -1.459
H  0.653  2.539  -0.413
H  1.516  1.027  -0.809
H  -1.687  0.981  1.875
H  -1.944  1.428  0.197
H  -1.095  2.501  1.294
H  0.457  -0.508  2.085
H  1.819  0.054  1.127
H  1.010  1.138  2.383
H  2.939  -3.237  -1.360
H  1.909  -2.572  -0.510
O  2.871  -2.729  -0.545
H  -2.954  -0.398  -1.535
H  -2.655  -0.317  -0.069
O  -2.705  -0.975  -0.784
H  0.209  -1.045  -0.754
H  -0.644  -1.576  -1.873
O  0.212  -1.726  -1.447

Entry x
The following is a DFT calculation (ωB97M-V/def2-TZVPD) of 4 unconnected molecules or ions with the total composition C3H15NO3.

HOMO-LUMO gap (alpha / beta) ... 2.693 / 9.653 eV
⟨S²⟩ ... 0.750
Total charge ... -1
Spin multiplicity ... 2
HOMO energy (alpha / beta) ... 1.07 / -6.00 eV

Positions of all 22 atoms, in Å:
C  -0.380  2.001  -0.534
C  0.447  2.324  0.954
C  0.155  1.261  2.106
N  -0.245  0.696  -1.015
H  -0.169  2.750  -1.316
H  -1.439  2.066  -0.190
H  0.029  3.323  1.163
H  1.474  2.536  0.690
H  -0.923  1.504  2.374
H  0.869  1.636  2.767
H  0.383  0.147  1.877
H  0.691  0.661  -1.436
H  -0.941  0.471  -1.755
H  0.912  -4.054  0.241
H  -0.538  -3.533  0.008
O  0.295  -3.859  -0.475
H  -1.784  -1.615  1.187
H  -1.188  -0.902  0.009
O  -1.177  -1.722  0.484
H  1.730  -1.356  -2.129
H  0.718  -2.527  -2.287
O  1.081  -1.805  -2.721

Energies, relative to the best one, in kcal/mol: entry w 0.0; entry x 18.8.

Entry w
The following is a DFT calculation (ωB97M-V/def2-TZVPD) of 2 unconnected molecules or ions with the total composition C3HF3S.

HOMO-LUMO gap ... 6.143 eV
HOMO energy ... -10.55 eV

Positions of all 8 atoms, in Å:
C  -2.222  -0.725  -0.221
C  -2.244  -1.744  -0.780
C  1.699  0.568  0.669
F  2.560  0.945  1.778
F  2.130  1.136  -0.428
F  1.694  -0.725  0.610
S  0.146  1.404  1.164
H  0.248  2.288  0.187

Entry x
The following is a DFT calculation (ωB97M-V/def2-TZVPD) of C3HF3S in the gas phase.

HOMO-LUMO gap ... 8.534 eV
HOMO energy ... -9.38 eV
SMILES ... FC(F)(F)C=C=S

Positions of all 8 atoms, in Å:
C  0.399  0.200  -0.373
C  1.642  0.025  0.048
C  -1.011  -0.177  0.105
F  -1.829  -0.595  -0.871
F  -0.962  -1.181  1.045
F  -1.606  0.925  0.608
S  3.105  -0.151  0.502
H  0.263  0.954  -1.063

Energies, relative to the best one, in kcal/mol: entry w 195.1; entry x 0.0.